Record 1
11
Properties=species:S:1:pos:R:3 method="wB97M-V/def2-TZVPD" energy_ha=-1127.03445 homo_lumo_gap_ev="4.20 / 4.39" e_lumo_ha="-0.2112 / -0.2059" charge=+1 multiplicity=8 e_homo_ev="-9.9 / -10.0" e_above_lowest_ev=3.771
Eu -2.51 0.56 -1.52
O -0.96 -1.21 -1.11
O -0.94 2.82 2.68
O -1.90 1.46 1.07
O 2.27 -0.87 0.34
C 1.25 -0.52 -0.48
C 0.24 -1.47 -0.77
C -1.43 2.15 1.88
H 0.56 -2.53 -0.81
H 0.84 0.51 -0.41
H 2.57 -0.89 -0.88



Record 2
40
Properties=species:S:1:pos:R:3 method="wB97M-V/def2-TZVPD" energy_ha=-4441.27271 homo_lumo_gap_ev="5.84 / 5.04" e_lumo_ha="0.0874 / 0.0390" charge=-1 multiplicity=4 e_homo_ev="-3.5 / -4.0"
Pt 0.59 -0.48 0.05
Se -2.62 1.23 0.23
S 1.93 -2.36 0.97
S 2.44 1.75 0.76
P 2.40 -2.11 -1.01
O 2.77 -3.68 -1.52
O 3.94 -1.55 -0.86
N -5.65 4.81 -0.17
N -1.00 -1.82 -0.48
N -0.04 2.25 -0.35
C -4.73 4.77 0.80
C 4.59 -1.11 -2.04
C 2.08 -4.17 -2.65
C -3.39 -2.72 0.02
C 0.91 1.52 0.11
C -5.66 3.78 -1.02
C 5.62 -0.07 -1.67
C -2.04 -2.23 -0.25
C -3.83 2.68 0.06
C -4.78 2.71 -0.95
C 3.01 -4.23 -3.86
C -3.81 3.74 0.96
H 6.21 0.21 -2.54
H 3.85 -0.70 -2.74
H -4.74 5.61 1.49
H -4.82 1.91 -1.68
H 3.24 -3.22 -4.20
H 6.28 -0.46 -0.90
H 3.94 -4.72 -3.58
H 1.22 -3.53 -2.88
H -4.09 -1.90 -0.10
H 5.12 0.82 -1.28
H 5.07 -1.97 -2.53
H -3.09 3.77 1.76
H -3.44 -3.10 1.04
H 0.10 3.26 -0.31
H -6.41 3.82 -1.80
H 1.71 -5.17 -2.41
H -3.65 -3.52 -0.68
H 2.55 -4.78 -4.68